Arrangement A

DFT (the ωB97M-V functional and the def2-TZVPD basis) results for a cluster of 2 separate species, CH6N2OS in total.

Summary:
- lowest unoccupied orbital energy (Eh) = 0.0277
- Kohn-Sham gap (eV) = 9.39
- highest occupied orbital energy (hartree) = -0.3173

The geometry in ORCA input format:
```
! wB97M-V def2-TZVPD RIJCOSX def2/J DEFGRID3
* xyz 0 1
C 0.163 0.190 -1.928
N 0.059 -1.588 1.632
N -0.946 0.449 -1.320
O 0.622 0.897 1.243
S -0.543 -0.230 1.650
H 0.421 -0.883 -1.953
H 0.875 0.717 -2.505
H 0.194 -1.805 2.591
H 1.374 0.709 1.747
H -1.067 1.485 -1.487
H -1.151 0.060 0.330
*
```

natural (NBO) atomic charge list, values in e, 8 entries: 0.00, -1.14, -0.62, -0.93, 1.05, 0.16, 0.17, 0.35

Arrangement B

DFT (the ωB97M-V functional and the def2-TZVPD basis) results for a cluster of 2 separate species, CH6N2OS in total.

Summary:
- lowest unoccupied orbital energy (Eh) = 0.0243
- Kohn-Sham gap (eV) = 9.47
- highest occupied orbital energy (hartree) = -0.3236

The geometry in ORCA input format:
```
! wB97M-V def2-TZVPD RIJCOSX def2/J DEFGRID3
* xyz 0 1
C 1.976 -0.088 0.512
N -0.778 1.279 0.151
N 1.410 -0.842 -0.289
O -2.760 -0.204 -0.921
S -1.191 -0.149 -0.321
H 1.927 1.005 0.449
H 2.410 -0.510 1.401
H -0.224 1.117 0.999
H -3.454 0.338 -0.477
H 1.394 -1.779 0.162
H -0.709 -0.166 -1.666
*
```

natural (NBO) atomic charge list, values in e, 8 entries: -0.03, -1.12, -0.62, -0.92, 1.14, 0.18, 0.14, 0.35

Arrangement C

DFT (the ωB97M-V functional and the def2-TZVPD basis) results for an isolated molecule of CH6N2OS.

Summary:
- SMILES = C[S@](=N)(N)=O
- lowest unoccupied orbital energy (Eh) = 0.0083
- Kohn-Sham gap (eV) = 9.66
- highest occupied orbital energy (hartree) = -0.3467

The geometry in ORCA input format:
```
! wB97M-V def2-TZVPD RIJCOSX def2/J DEFGRID3
* xyz 0 1
C 0.828 -0.715 -0.987
S -0.399 0.244 -0.095
N -0.174 1.671 -0.535
N 0.123 -0.072 1.488
O -2.204 -0.648 -0.071
H 1.770 -0.523 -0.482
H 0.558 -1.762 -0.936
H 0.842 -0.358 -2.007
H -0.877 2.340 -0.282
H -0.070 0.707 2.108
H -0.397 -0.884 1.800
*
```

natural (NBO) atomic charge list, values in e, 8 entries: -0.80, 1.78, -1.11, -1.04, -0.82, 0.26, 0.26, 0.26

Which structure loses on stability? arrangement C does.

Arrangement A

DFT (the ωB97M-V functional and the def2-TZVPD basis) results for an isolated molecule of C2H6N2OS.

Summary:
- SMILES = CN(O)/C=N\S
- lowest unoccupied orbital energy (Eh) = 0.0206
- Kohn-Sham gap (eV) = 9.10
- highest occupied orbital energy (hartree) = -0.3139

The geometry in ORCA input format:
```
! wB97M-V def2-TZVPD RIJCOSX def2/J DEFGRID3
* xyz 0 1
C -0.883 1.291 -0.538
N -0.946 0.031 0.280
O -2.279 -0.207 0.299
C -0.282 -1.065 -0.283
N 1.019 -1.152 -0.367
S 1.868 0.330 0.201
H 0.211 1.421 -0.846
H -1.672 1.050 -1.296
H -1.316 2.163 0.046
H -2.555 -0.625 1.213
H -0.877 -1.944 -0.488
H 1.029 0.799 1.298
*
```

natural (NBO) atomic charge list, values in e, 8 entries: -0.47, -0.18, -0.58, 0.22, -0.54, 0.09, 0.24, 0.21

Arrangement B

DFT (the ωB97M-V functional and the def2-TZVPD basis) results for an isolated molecule of C2H6N2OS.

Summary:
- SMILES = C/C(=N\O)NS
- lowest unoccupied orbital energy (Eh) = 0.0297
- Kohn-Sham gap (eV) = 9.71
- highest occupied orbital energy (hartree) = -0.3270

The geometry in ORCA input format:
```
! wB97M-V def2-TZVPD RIJCOSX def2/J DEFGRID3
* xyz 0 1
C -1.381 -0.484 0.138
C 0.071 -0.110 -0.090
N 0.468 0.918 -0.722
O -0.688 1.641 -1.106
N 0.970 -1.052 0.412
S 2.633 -0.755 0.259
H -1.809 -0.865 -0.812
H -1.383 -1.332 0.890
H -1.970 0.399 0.429
H -0.324 2.470 -1.430
H 0.700 -1.373 1.336
H 2.714 0.543 0.696
*
```

natural (NBO) atomic charge list, values in e, 8 entries: -0.68, 0.37, -0.21, -0.59, -0.74, 0.18, 0.25, 0.21

Arrangement C

DFT (the ωB97M-V functional and the def2-TZVPD basis) results for a cluster of 2 separate species, C2H6N2OS in total.

Summary:
- lowest unoccupied orbital energy (alpha / beta) (Eh) = -0.0168 / -0.0085
- Kohn-Sham gap (alpha / beta) (eV) = 7.28 / 7.80
- highest occupied orbital energy (alpha / beta) (hartree) = -0.2841 / -0.2951

The geometry in ORCA input format:
```
! wB97M-V def2-TZVPD RIJCOSX def2/J DEFGRID3
* xyz 0 1
C -2.063 -0.560 -0.911
C 1.746 0.602 -0.394
N -0.161 -0.288 1.272
N 0.123 -1.172 0.291
O 1.175 -0.713 -0.549
S -2.402 0.787 -0.163
H -2.836 -0.980 -1.482
H 2.826 0.444 -0.246
H 1.291 0.950 0.571
H 1.620 1.075 -1.340
H -0.811 -0.775 1.916
H -0.507 0.630 1.034
*
```

natural (NBO) atomic charge list, values in e, 8 entries: -0.35, -0.29, -0.66, 0.11, -0.39, 0.07, 0.17, 0.19

Which structure loses on stability? arrangement C does.

Arrangement A

DFT (the ωB97M-V functional and the def2-TZVPD basis) results for an isolated molecule of C2H6N2OS.

Summary:
- SMILES = NSCC(N)=O
- lowest unoccupied orbital energy (Eh) = 0.0243
- Kohn-Sham gap (eV) = 9.50
- highest occupied orbital energy (hartree) = -0.3247

The geometry in ORCA input format:
```
! wB97M-V def2-TZVPD RIJCOSX def2/J DEFGRID3
* xyz 0 1
N -1.629 -0.620 -0.823
S -1.509 0.542 0.445
C 0.106 1.349 0.072
C 1.319 0.170 0.075
N 0.925 -0.931 0.733
O 2.313 0.311 -0.606
H -1.049 -1.480 -0.723
H -2.527 -0.711 -1.292
H -0.021 1.598 -0.998
H 0.576 2.207 0.782
H -0.080 -0.849 1.015
H 1.576 -1.585 1.319
*
```

natural (NBO) atomic charge list, values in e, 8 entries: -1.03, 0.38, -0.68, 0.68, -0.88, -0.59, 0.39, 0.40

Arrangement B

DFT (the ωB97M-V functional and the def2-TZVPD basis) results for a cluster of 2 separate species, C2H6N2OS in total.

Summary:
- lowest unoccupied orbital energy (Eh) = 0.0033
- Kohn-Sham gap (eV) = 9.23
- highest occupied orbital energy (hartree) = -0.3357

The geometry in ORCA input format:
```
! wB97M-V def2-TZVPD RIJCOSX def2/J DEFGRID3
* xyz 0 1
C -2.413 -0.213 0.265
C 0.284 0.696 -0.166
H -2.395 0.464 1.110
H -2.955 -1.274 0.504
H -2.740 0.417 -0.635
H 2.192 1.122 0.465
H 1.468 -1.670 0.676
H 2.804 -1.097 -1.026
N 1.587 0.393 0.092
N 2.122 -0.884 0.260
O -0.145 1.910 -0.048
S -0.650 -0.794 -0.236
*
```

natural (NBO) atomic charge list, values in e, 8 entries: -0.70, 0.47, 0.23, 0.24, 0.24, 0.40, 0.41, 0.33

Which structure loses on stability? arrangement B does.

Arrangement A

DFT (the ωB97M-V functional and the def2-TZVPD basis) results for the ion C3H8N3O2 with charge +1.

Summary:
- SMILES = C[C@]1(O)NC(=[NH2+])NO1
- lowest unoccupied orbital energy (Eh) = -0.1119
- Kohn-Sham gap (eV) = 10.35
- highest occupied orbital energy (hartree) = -0.4922

The geometry in ORCA input format:
```
! wB97M-V def2-TZVPD RIJCOSX def2/J DEFGRID3
* xyz 1 1
C 1.144 -1.199 -1.381
C 0.936 -0.070 -0.428
O 2.068 0.560 -0.105
N 0.057 -0.309 0.716
C -1.007 0.482 0.862
N -1.880 0.518 1.927
N -1.121 1.290 -0.183
O -0.153 1.122 -1.073
H 0.264 -1.315 -2.035
H 1.193 -2.161 -0.882
H 1.965 -1.057 -1.977
H 2.932 0.338 -0.637
H 0.506 -0.866 1.344
H -2.825 0.971 1.627
H -2.144 -0.171 2.686
H -1.935 1.866 -0.462
*
```

natural (NBO) atomic charge list, values in e, 8 entries: -0.69, 0.72, -0.66, -0.61, 0.63, -0.80, -0.24, -0.39

Arrangement B

DFT (the ωB97M-V functional and the def2-TZVPD basis) results for a cluster of 2 separate species, C3H8N3O2 in total.

Summary:
- lowest unoccupied orbital energy (alpha / beta) (Eh) = -0.2030 / -0.2029
- Kohn-Sham gap (alpha / beta) (eV) = 7.88 / 7.88
- highest occupied orbital energy (alpha / beta) (hartree) = -0.4927 / -0.4927

The geometry in ORCA input format:
```
! wB97M-V def2-TZVPD RIJCOSX def2/J DEFGRID3
* xyz 1 1
C -0.664 0.520 -1.312
C -0.108 -0.661 -0.826
C 1.189 0.674 1.417
N 0.489 -1.656 -0.822
N -2.023 0.613 -1.512
N 1.825 -0.677 1.327
O -2.693 -0.467 -1.517
O -2.624 1.618 -1.730
H -0.073 1.301 -1.024
H 1.517 1.373 0.666
H 0.122 0.627 1.510
H 1.457 1.199 2.347
H 0.985 -2.363 -0.256
H 2.852 -0.590 1.454
H -3.727 -0.273 -1.790
H 1.478 -1.238 2.068
*
```

natural (NBO) atomic charge list, values in e, 8 entries: -0.32, 0.58, -0.45, -0.42, 0.52, -0.88, -0.45, -0.28

Which structure loses on stability? arrangement B does.

Arrangement A

DFT (the ωB97M-V functional and the def2-TZVPD basis) results for the ion C7H11N2 with charge +1.

Summary:
- SMILES = c1c[nH][n+](C2CCC2)c1
- lowest unoccupied orbital energy (Eh) = -0.1326
- Kohn-Sham gap (eV) = 10.53
- highest occupied orbital energy (hartree) = -0.5196

The geometry in ORCA input format:
```
! wB97M-V def2-TZVPD RIJCOSX def2/J DEFGRID3
* xyz 1 1
C -1.805 2.100 0.791
C -0.725 2.128 1.702
N -0.085 0.932 1.575
N -0.646 0.238 0.558
C 0.062 -0.910 0.027
C -0.069 -1.248 -1.458
C 1.489 -1.266 -1.567
C 1.624 -1.045 -0.053
C -1.692 0.908 0.104
H -2.575 2.886 0.625
H -0.340 2.886 2.417
H 0.662 0.622 2.179
H -0.295 -1.666 0.840
H -0.295 -0.447 -2.153
H -0.711 -2.046 -1.687
H 1.671 -2.287 -1.880
H 2.094 -0.624 -2.109
H 1.942 -1.761 0.568
H 2.093 -0.037 0.202
H -2.399 0.638 -0.681
*
```

natural (NBO) atomic charge list, values in e, 8 entries: -0.30, 0.05, -0.30, -0.10, -0.06, -0.42, -0.39, -0.37

Arrangement B

DFT (the ωB97M-V functional and the def2-TZVPD basis) results for the ion C7H11N2 with charge +1.

Summary:
- lowest unoccupied orbital energy (Eh) = -0.1694
- Kohn-Sham gap (eV) = 8.13
- highest occupied orbital energy (hartree) = -0.4684

The geometry in ORCA input format:
```
! wB97M-V def2-TZVPD RIJCOSX def2/J DEFGRID3
* xyz 1 1
C 0.272 -0.545 -0.047
C -4.040 0.627 0.025
C -3.265 -0.734 0.313
C -2.702 1.214 -0.290
C 4.003 0.353 0.063
C 1.659 -0.585 -0.511
C 2.478 0.485 0.291
N -2.063 0.018 -0.067
N -0.860 -0.325 0.007
H -4.681 0.635 -0.870
H -4.867 0.741 0.804
H -3.168 -1.056 1.379
H -3.514 -1.512 -0.391
H 4.454 -0.429 0.602
H 4.338 1.156 0.595
H 4.257 0.327 -1.058
H 1.462 -0.445 -1.617
H 2.082 -1.617 -0.283
H 2.117 0.410 1.361
H 2.038 1.283 -0.304
*
```

natural (NBO) atomic charge list, values in e, 8 entries: 0.64, -0.58, -0.20, 0.23, -0.61, -0.52, -0.37, -0.27

Arrangement C

DFT (the ωB97M-V functional and the def2-TZVPD basis) results for a cluster of 2 separate species, C7H11N2 in total.

Summary:
- lowest unoccupied orbital energy (Eh) = -0.2036
- Kohn-Sham gap (eV) = 6.35
- highest occupied orbital energy (hartree) = -0.4369

The geometry in ORCA input format:
```
! wB97M-V def2-TZVPD RIJCOSX def2/J DEFGRID3
* xyz 1 1
C 1.861 -0.631 -0.296
C 0.015 -2.287 0.530
C -3.667 0.434 0.702
C 0.902 -1.387 0.225
C 1.018 1.616 0.546
C 1.296 0.102 -1.546
C 1.789 0.947 -0.467
N -2.663 0.190 0.003
N -1.923 -0.270 -0.731
H -0.226 -3.140 -0.090
H -0.456 -2.400 1.495
H -4.284 1.328 0.693
H -3.800 -0.398 1.417
H 0.046 1.194 0.618
H 0.696 2.690 0.346
H 1.458 1.490 1.521
H 0.312 -0.070 -1.565
H 1.975 0.126 -2.515
H 2.748 1.495 -0.582
H 2.904 -1.028 -0.303
*
```

natural (NBO) atomic charge list, values in e, 8 entries: -0.41, -0.46, -0.41, 0.44, -0.65, -0.28, -0.08, 0.06

Which structure loses on stability? arrangement B does.

Arrangement A

DFT (the ωB97M-V functional and the def2-TZVPD basis) results for the ion C4H6NO with charge +1.

Summary:
- lowest unoccupied orbital energy (Eh) = -0.2098
- Kohn-Sham gap (eV) = 9.96
- highest occupied orbital energy (hartree) = -0.5760

The geometry in ORCA input format:
```
! wB97M-V def2-TZVPD RIJCOSX def2/J DEFGRID3
* xyz 1 1
C 0.001 0.420 -0.338
C -2.311 -0.229 0.522
C -1.347 0.707 -0.344
C 2.013 -0.542 0.087
N -2.473 -0.438 -0.664
O 0.585 -0.646 -0.035
H 0.603 1.298 -0.639
H -2.405 -0.632 1.557
H -1.616 1.809 -0.550
H 2.405 -0.006 -0.753
H 2.308 -1.569 0.078
H 2.237 -0.172 1.078
*
```

natural (NBO) atomic charge list, values in e, 8 entries: 0.41, 0.17, -0.31, -0.26, -0.11, -0.37, 0.21, 0.30

Arrangement B

DFT (the ωB97M-V functional and the def2-TZVPD basis) results for the ion C4H6NO with charge +1.

Summary:
- lowest unoccupied orbital energy (Eh) = -0.2097
- Kohn-Sham gap (eV) = 8.42
- highest occupied orbital energy (hartree) = -0.5192

The geometry in ORCA input format:
```
! wB97M-V def2-TZVPD RIJCOSX def2/J DEFGRID3
* xyz 1 1
C 2.445 0.579 -0.540
C -0.976 1.399 0.868
C 1.750 -0.558 -0.375
C 0.212 -0.135 -0.493
N -0.325 0.354 0.729
O 2.834 1.628 -0.827
H -1.473 2.028 0.076
H -1.083 1.811 1.953
H 1.947 -1.353 -1.162
H 1.868 -1.053 0.699
H 0.179 0.649 -1.313
H -0.206 -1.150 -0.565
*
```

natural (NBO) atomic charge list, values in e, 8 entries: 0.95, 0.02, -0.69, -0.18, -0.46, -0.24, 0.17, 0.21

Which structure loses on stability? arrangement A does.